{
  "formula": "C16H17CaN11O9",
  "method": "the ωB97M-V functional and the def2-TZVPD basis",
  "gap_ev": 8.41,
  "energy_ha": -2577.03382,
  "total_charge": 0,
  "de_lowest_kcal_mol": 0.5,
  "e_homo_ev": -8.540,
  "elements": ["Ca", "O", "C", "O", "C", "C", "C", "C", "C", "C", "O", "N", "O", "O", "N", "O", "O", "H", "H", "N", "N", "N", "C", "N", "N", "H", "H", "H", "N", "C", "O", "C", "C", "C", "C", "N", "C", "H", "H", "H", "H", "H", "H", "C", "N", "C", "N", "O", "H", "H", "H", "H", "H", "H"],
  "xyz": [[-1.23457, -0.86985, 0.30008], [0.00910, -2.13412, 1.89970], [0.38479, -0.94805, 2.17342], [-0.42070, -0.01118, 2.39823], [1.81254, -0.57363, 1.86443], [2.84836, -0.49442, 2.74502], [4.10772, -0.10269, 2.27443], [4.30484, 0.20893, 0.95370], [3.24826, 0.12456, 0.05664], [1.95026, -0.25524, 0.47222], [0.91584, -0.32110, -0.28732], [3.52430, 0.43877, -1.34764], [4.54926, 1.03559, -1.61887], [2.71584, 0.06041, -2.18473], [5.23566, -0.02818, 3.20553], [6.30340, 0.36649, 2.77949], [5.01233, -0.28141, 4.37530], [2.72086, -0.73091, 3.79234], [5.28139, 0.50778, 0.60087], [-1.47726, -4.73123, 1.90400], [-2.42300, -3.72332, 1.86185], [-3.18393, -3.40589, 2.87172], [-3.83566, -2.35629, 2.38914], [-3.47753, -2.07314, 1.13463], [-2.58049, -2.99393, 0.80278], [-1.46297, -5.05170, 2.86618], [-0.58680, -4.27239, 1.70324], [-4.56128, -1.80248, 2.95697], [1.02768, 4.29628, -0.10444], [-0.24589, 4.71463, -0.30833], [-0.52371, 5.83866, -0.67412], [-1.33079, 3.70454, -0.05924], [-2.61652, 4.16403, 0.18215], [-3.62830, 3.25086, 0.40943], [-3.32221, 1.90174, 0.38053], [-2.09398, 1.44687, 0.12486], [-1.12029, 2.33788, -0.08842], [1.76517, 4.96753, -0.23550], [1.24536, 3.43379, 0.36180], [-2.79583, 5.23114, 0.18300], [-4.64023, 3.57384, 0.60797], [-4.08638, 1.15219, 0.55078], [-0.14703, 1.91611, -0.31669], [-0.81104, -2.05155, -5.30708], [-1.50747, -1.78709, -4.06780], [-0.93290, -1.32008, -2.93429], [0.38488, -1.09158, -2.92847], [-1.64196, -1.12750, -1.92312], [-1.48560, -2.57643, -5.97800], [0.05415, -2.69602, -5.13977], [-0.48199, -1.13431, -5.80319], [-2.50536, -1.88707, -4.01938], [0.93530, -1.13312, -3.76589], [0.82435, -0.70674, -2.09010]],
  "atomic_forces_ev_per_a": [[-0.4, 0.1, -0.4], [0.2, 0.4, 0.2], [0.0, -0.1, 0.2], [0.2, -0.3, -0.1], [-0.1, 0.0, 0.0], [0.0, -0.1, 0.1], [0.0, -0.1, -0.1], [0.3, 0.1, -0.1], [0.0, 0.1, -0.1], [-0.1, -0.1, -0.1], [-0.1, 0.1, 0.1], [-0.1, -0.2, 0.2], [-0.1, 0.0, 0.1], [0.4, 0.2, 0.0], [-0.3, 0.7, 0.1], [0.1, -0.2, -0.1], [0.1, -0.2, 0.0], [0.0, 0.0, 0.0], [0.0, 0.0, 0.0], [0.0, 0.1, -0.1], [0.1, -0.2, -0.1], [0.0, 0.0, 0.2], [-0.1, 0.1, 0.0], [0.0, -0.1, 0.0], [0.0, 0.1, 0.2], [0.0, 0.0, 0.0], [0.0, 0.0, 0.1], [0.0, 0.0, 0.0], [0.0, 0.0, 0.0], [0.0, 0.0, 0.0], [0.0, 0.0, 0.0], [0.1, 0.0, 0.0], [-0.1, 0.1, 0.0], [-0.1, 0.0, 0.0], [0.1, 0.0, -0.1], [0.0, 0.1, 0.1], [-0.1, -0.2, 0.0], [0.0, 0.0, 0.0], [0.0, 0.0, 0.0], [0.0, 0.0, 0.0], [0.0, 0.0, 0.0], [0.0, 0.0, 0.0], [0.0, 0.0, 0.0], [0.0, 0.0, 0.0], [0.1, 0.0, 0.0], [0.1, 0.0, -0.2], [-0.1, 0.0, -0.1], [-0.1, -0.1, 0.1], [0.0, 0.0, 0.0], [0.0, 0.0, 0.0], [0.0, 0.0, 0.0], [0.0, 0.0, 0.0], [0.0, 0.0, 0.0], [-0.1, -0.1, 0.0]]
}

{
  "formula": "C2H7N2O2",
  "method": "the ωB97M-V functional and the def2-TZVPD basis",
  "smiles": "CON[N+](C)=O",
  "gap_ev": 9.72,
  "energy_ha": -339.91201,
  "total_charge": 1,
  "de_lowest_kcal_mol": 168.2,
  "e_homo_ev": -15.453,
  "elements": ["C", "O", "N", "N", "C", "O", "H", "H", "H", "H", "H", "H", "H"],
  "xyz": [[-0.12394, 1.92125, 0.85450], [0.01256, 0.45635, 0.84928], [0.64772, 0.11376, -0.26970], [0.37675, -0.97460, -0.98081], [-0.42804, -1.82507, -0.18628], [0.76229, -1.14575, -2.09064], [-0.95730, 1.88806, 1.53625], [-0.40921, 2.28513, -0.05824], [0.75907, 2.48259, 1.37474], [1.35714, 0.84747, -0.68741], [-0.11073, -2.80465, -0.70679], [-1.48392, -1.69402, -0.47283], [-0.40240, -1.55053, 0.83792]],
  "atomic_forces_ev_per_a": [[1.1, -0.5, 4.3], [0.3, 0.2, -0.1], [3.8, 1.8, -3.7], [-0.5, 3.6, 2.2], [-1.5, -3.6, -2.7], [0.5, -0.2, -0.1], [-0.4, 1.1, 0.3], [-0.5, 0.8, -2.4], [-1.3, -1.4, -1.2], [-1.7, -2.0, 0.7], [-0.7, 0.7, 2.0], [0.3, 0.1, -0.3], [0.7, -0.7, 0.9]]
}

{
  "formula": "C37H48CrNPSi3",
  "method": "the ωB97M-V functional and the def2-TZVPD basis",
  "spin_multiplicity": 4,
  "gap_ev": [6.30, 6.89],
  "energy_ha": -3747.65909,
  "total_charge": 1,
  "de_lowest_kcal_mol": 0.0,
  "e_homo_ev": [-10.380, -10.380],
  "elements": ["Cr", "C", "C", "C", "C", "C", "H", "H", "H", "H", "H", "C", "Si", "C", "C", "C", "Si", "C", "C", "C", "Si", "C", "C", "C", "C", "C", "C", "C", "N", "H", "H", "H", "H", "H", "H", "H", "H", "H", "H", "H", "H", "H", "H", "H", "H", "H", "H", "H", "H", "H", "H", "H", "H", "H", "H", "H", "H", "C", "C", "C", "C", "C", "C", "P", "C", "C", "C", "C", "C", "C", "C", "C", "C", "C", "C", "C", "H", "H", "H", "H", "H", "H", "H", "H", "H", "H", "H", "H", "H", "H", "H"],
  "xyz": [[-1.35441, -0.30913, 0.31182], [-1.43104, -2.15304, 1.60998], [-2.54156, -1.34200, 1.93327], [-3.35028, -1.21265, 0.77439], [-2.73043, -1.93302, -0.26985], [-1.53781, -2.50780, 0.24445], [-0.62565, -2.42125, 2.27549], [-2.73270, -0.88329, 2.89165], [-4.27670, -0.67034, 0.69799], [-3.08331, -2.01270, -1.28493], [-0.83102, -3.09986, -0.31693], [-4.63926, 1.87142, 0.31773], [-3.57692, 1.80780, -1.24877], [-4.48004, 0.70373, -2.46585], [-3.62796, 3.57214, -1.89336], [-1.79168, 1.25245, -0.96567], [-0.89252, 0.82832, -2.58419], [-1.45337, -0.83522, -3.26367], [-1.15417, 2.12306, -3.91370], [0.96877, 0.61923, -2.40376], [-0.91833, 2.42445, 0.15784], [-1.89551, 3.23195, 1.53131], [0.19081, 3.72760, -0.58440], [0.32501, 1.22943, 1.12551], [1.14819, 1.74344, 2.12607], [2.28156, 1.04238, 2.50511], [2.57256, -0.16895, 1.89602], [1.69360, -0.66587, 0.95770], [0.60777, 0.02017, 0.59316], [-5.64183, 1.50883, 0.07534], [-4.75122, 2.90356, 0.65249], [-4.28101, 1.29822, 1.17126], [-5.50489, 1.07008, -2.56593], [-4.53991, -0.33497, -2.13203], [-4.03355, 0.71359, -3.46120], [-4.66998, 3.89680, -1.95689], [-3.18021, 3.70112, -2.87561], [-3.12504, 4.25883, -1.20539], [-2.53102, -0.93544, -3.39012], [-1.10085, -1.65945, -2.63664], [-0.99240, -0.97269, -4.24576], [-2.18656, 2.18076, -4.25973], [-0.53351, 1.86129, -4.77441], [-0.85273, 3.11790, -3.57830], [1.22193, -0.35128, -1.96953], [1.46536, 1.38917, -1.81415], [1.40446, 0.65056, -3.40665], [-2.55429, 4.01194, 1.14660], [-1.20328, 3.71743, 2.22385], [-2.50347, 2.53040, 2.10157], [-0.41592, 4.41670, -1.17861], [0.96958, 3.31264, -1.22152], [0.67637, 4.30513, 0.20580], [0.92039, 2.70111, 2.57509], [2.94821, 1.44390, 3.25763], [3.46340, -0.72744, 2.14505], [1.84804, -1.62717, 0.48498], [6.04645, -1.33563, 0.68633], [6.36145, -0.10618, 1.24385], [5.76664, 1.05607, 0.76310], [4.84496, 1.00043, -0.27844], [4.53470, -0.24414, -0.83401], [5.13396, -1.40057, -0.36226], [3.90041, 2.46187, -0.84871], [4.30347, 2.50490, -2.63190], [5.38056, 1.84013, -3.21416], [5.61448, 1.94037, -4.57814], [4.77748, 2.70838, -5.37568], [3.70159, 3.37532, -4.80670], [3.46378, 3.26554, -3.44505], [4.88747, 3.84367, -0.17398], [4.36203, 4.52973, 0.91840], [5.06885, 5.56596, 1.51411], [6.30713, 5.93238, 1.00938], [6.83404, 5.26419, -0.08929], [6.12991, 4.22510, -0.67684], [6.51907, -2.23735, 1.05309], [7.08483, -0.04470, 2.04694], [6.03706, 2.01192, 1.19561], [3.82674, -0.30182, -1.65491], [4.89977, -2.35450, -0.81836], [6.03964, 1.23596, -2.60207], [6.45465, 1.41919, -5.01845], [4.96260, 2.78537, -6.43900], [3.04646, 3.97680, -5.42348], [2.61929, 3.78582, -3.00582], [3.38341, 4.25340, 1.29703], [4.65027, 6.09258, 2.36203], [6.85932, 6.74384, 1.46480], [7.79623, 5.55611, -0.48940], [6.54534, 3.71252, -1.53548]],
  "atomic_forces_ev_per_a": [[-0.5, -0.3, -0.1], [0.0, 0.0, 0.0], [0.0, 0.0, -0.1], [0.0, -0.1, -0.1], [0.0, 0.0, 0.0], [0.0, 0.0, 0.0], [0.0, 0.0, 0.0], [0.0, 0.0, 0.0], [0.0, 0.0, 0.0], [0.0, 0.0, 0.0], [0.0, 0.0, 0.0], [0.0, 0.0, 0.0], [0.0, 0.0, 0.0], [0.0, 0.0, 0.0], [0.0, 0.0, 0.1], [0.1, -0.1, 0.1], [0.0, 0.0, 0.0], [0.0, 0.0, 0.0], [0.0, 0.0, 0.0], [0.0, 0.0, 0.0], [0.2, 0.0, 0.1], [0.0, 0.0, 0.0], [-0.1, 0.0, 0.0], [0.2, 0.4, 0.0], [0.0, -0.1, 0.0], [0.0, 0.1, 0.0], [0.0, 0.0, 0.0], [-0.1, 0.0, 0.0], [0.0, 0.2, 0.0], [0.0, 0.0, 0.0], [0.0, 0.0, 0.0], [0.0, 0.1, 0.0], [0.0, 0.0, 0.0], [0.0, 0.0, 0.0], [0.0, 0.0, 0.0], [0.0, 0.0, 0.0], [0.0, 0.0, -0.1], [0.0, 0.0, 0.0], [0.0, 0.0, 0.0], [0.0, 0.0, 0.0], [0.0, 0.0, 0.0], [0.0, 0.0, 0.0], [0.0, 0.0, 0.0], [0.0, 0.0, 0.0], [0.0, 0.0, 0.0], [0.0, 0.0, 0.0], [0.0, 0.0, 0.0], [0.0, 0.0, 0.0], [0.0, 0.0, 0.0], [0.0, 0.0, 0.0], [0.0, 0.0, 0.0], [0.0, 0.0, 0.0], [0.0, 0.0, 0.0], [0.0, 0.0, 0.0], [0.0, 0.0, 0.0], [0.1, 0.0, 0.0], [0.0, 0.0, 0.0], [0.0, 0.0, 0.0], [0.0, 0.0, 0.0], [0.0, 0.0, 0.0], [0.0, 0.0, 0.0], [0.0, 0.0, 0.0], [0.0, 0.0, 0.0], [0.0, 0.0, 0.0], [0.0, 0.0, 0.0], [0.0, 0.0, 0.0], [0.0, 0.0, 0.0], [0.0, 0.0, 0.0], [0.0, 0.0, 0.0], [0.0, 0.0, 0.0], [0.0, 0.0, 0.0], [0.0, 0.0, 0.0], [0.0, 0.0, 0.0], [0.0, 0.0, 0.0], [0.0, 0.0, 0.0], [0.0, 0.0, 0.0], [0.0, 0.0, 0.0], [0.0, 0.0, 0.0], [0.0, 0.0, 0.0], [0.0, 0.0, 0.0], [0.0, 0.0, 0.0], [0.0, 0.0, 0.0], [0.0, 0.0, 0.0], [0.0, 0.0, 0.0], [0.0, 0.0, 0.0], [0.0, 0.0, 0.0], [0.0, 0.0, 0.0], [0.0, 0.0, 0.0], [0.0, 0.0, 0.0], [0.0, 0.0, 0.0], [0.0, 0.0, 0.0]]
}

{
  "formula": "C7H17FN3O14S4",
  "method": "the ωB97M-V functional and the def2-TZVPD basis",
  "gap_ev": 7.50,
  "energy_ha": -3186.75153,
  "total_charge": 1,
  "e_homo_ev": -13.518,
  "elements": ["N", "C", "N", "N", "S", "O", "O", "F", "H", "H", "H", "H", "H", "C", "C", "O", "S", "O", "O", "O", "H", "H", "H", "H", "C", "C", "O", "S", "O", "O", "O", "H", "H", "H", "H", "C", "C", "O", "S", "O", "O", "O", "H", "H", "H", "H"],
  "xyz": [[1.32781, -0.09199, 4.21105], [1.57236, -0.84462, 3.01472], [0.57768, -0.91604, 1.94683], [2.68420, -1.54127, 2.82653], [4.07301, -1.51844, 3.86927], [3.96515, -2.73214, 4.71299], [4.23559, -0.27242, 4.62554], [5.33512, -1.81213, 2.84408], [0.42994, -0.45962, 4.56397], [1.24436, 0.90578, 3.99444], [1.10488, -0.97639, 1.05742], [0.19083, -1.88031, 2.04903], [2.73151, -2.18381, 2.02155], [-3.42340, -0.79181, -0.89292], [-4.19480, -0.77133, 0.41706], [-4.14705, -2.12326, 0.89264], [-2.75504, -2.79872, 0.43612], [-1.83076, -2.71570, 1.53193], [-3.04120, -4.02625, -0.22881], [-2.32820, -1.69429, -0.66348], [-4.02900, -1.19308, -1.70498], [-3.05277, 0.19123, -1.17133], [-5.22093, -0.44647, 0.29057], [-3.70061, -0.13457, 1.15720], [-4.61625, 2.80766, -4.19878], [-4.94472, 3.59834, -2.94463], [-6.07643, 2.93356, -2.37706], [-5.98165, 1.35267, -2.70207], [-5.41631, 0.68873, -1.56283], [-7.20696, 0.93825, -3.29923], [-4.84349, 1.43863, -3.84741], [-5.29097, 3.06606, -5.01814], [-3.58581, 2.95192, -4.51957], [-5.17867, 4.63947, -3.15790], [-4.12577, 3.55076, -2.22137], [5.65963, -0.27909, 0.41812], [6.84652, 0.60299, 0.06999], [6.91732, 0.57506, -1.35649], [5.42313, 0.43146, -1.96358], [4.95108, 1.73062, -2.32166], [5.40484, -0.67314, -2.86550], [4.68270, -0.01104, -0.58828], [5.92500, -1.33804, 0.36269], [5.25736, -0.05741, 1.40327], [7.77547, 0.24302, 0.50834], [6.67530, 1.63718, 0.38066]],
  "atomic_forces_ev_per_a": [[0.5, -1.8, -1.6], [-1.2, 0.7, -0.6], [2.3, -1.0, 1.4], [0.3, 1.0, -0.4], [2.2, -2.1, 6.6], [0.0, 3.0, -3.4], [-0.4, -2.3, -3.6], [-2.8, 0.9, 1.2], [0.2, 0.5, 0.0], [-0.2, -0.3, 0.0], [-0.4, 0.1, 0.3], [-1.0, 0.7, -0.2], [0.1, 0.3, 0.4], [-0.6, 0.0, -0.2], [0.3, 0.5, 0.1], [0.8, -0.6, -0.4], [-1.0, 0.4, -0.7], [0.2, -0.2, -0.4], [0.4, 0.5, 0.8], [0.2, -0.5, 1.0], [0.1, 0.0, 0.1], [0.2, -0.2, 0.1], [0.0, -0.4, 0.1], [0.0, 0.0, -0.1], [-0.2, 0.5, -0.4], [0.6, 0.0, 0.1], [-0.1, -0.7, -0.4], [-0.3, 0.6, -0.5], [-0.7, 0.5, -0.8], [0.7, 0.0, 0.7], [-0.2, -0.1, 0.9], [0.0, 0.0, 0.0], [0.0, -0.3, 0.1], [-0.2, -0.1, 0.1], [0.0, 0.1, -0.1], [0.4, -0.3, -0.1], [-0.1, 0.5, 0.4], [-0.7, -0.5, -0.1], [0.3, 0.3, -0.5], [0.1, -0.9, 0.2], [0.0, 0.8, 0.5], [0.1, 0.3, -0.1], [0.1, 0.0, 0.0], [-0.1, 0.2, -0.2], [0.0, 0.0, -0.3], [0.0, -0.1, 0.1]]
}